1.
117
Properties=species:S:1:pos:R:3:forces:R:3:mulliken_spin:R:1 method="wB97M-V/def2-TZVPD" lumo_ev=3.73 e_homo_ev=-2.6 charge=-2 spin_multiplicity=7
H -5.976 -2.154 2.824 -0.01 -0.06 0.01 0.000
H -2.955 1.598 6.775 0.01 0.04 0.07 0.000
H 0.517 1.437 -3.053 -0.18 -0.02 -0.08 0.001
C 5.748 3.136 0.323 -0.04 -0.13 -0.10 0.000
C -2.170 0.757 4.975 0.10 -0.23 0.08 0.000
H -2.755 4.220 3.391 0.01 0.11 -0.06 0.000
O -1.157 -1.523 3.490 -0.22 0.47 -0.10 -0.002
C -0.970 -4.071 -2.866 0.16 0.04 0.00 0.000
H -1.144 -4.621 -1.948 -0.12 -0.03 0.00 0.000
H -0.024 -3.428 6.523 0.02 0.01 0.13 0.000
O 0.130 0.121 2.186 0.13 0.21 0.01 0.004
C -0.097 3.412 0.395 -0.01 -0.02 -0.05 0.003
C 1.200 -3.006 -1.103 -0.10 -0.37 0.35 0.003
H 2.511 1.664 1.264 -0.09 0.02 0.03 -0.002
H 4.772 3.885 -2.060 0.14 0.08 0.06 0.000
C -1.437 3.166 -0.310 0.07 1.17 0.19 -0.006
H -1.852 2.375 2.027 -0.01 0.03 -0.10 0.003
Eu -0.341 0.142 -0.298 0.63 -0.10 -0.36 6.031
H 3.141 3.835 2.319 0.03 -0.02 0.02 0.000
C -4.276 -1.973 -2.700 -0.29 -0.09 0.12 -0.001
H 3.751 -3.212 6.020 0.12 0.03 0.02 0.000
H -1.965 -0.218 5.387 -0.04 -0.12 0.11 0.000
C 2.769 -3.650 -2.524 0.52 -0.02 0.05 0.000
S -0.214 -2.889 -0.187 -0.40 0.24 0.46 -0.003
H 0.375 -4.625 5.296 -0.05 -0.12 0.00 0.000
H -0.205 0.374 -4.274 -0.02 0.15 0.21 -0.002
C 4.374 2.928 -1.725 0.08 -0.10 0.04 0.000
H -3.302 3.831 5.774 -0.09 0.11 0.04 0.000
H -1.606 -4.473 -3.653 0.03 -0.05 -0.19 0.000
S 3.385 -0.581 3.560 0.30 1.09 0.19 0.000
H 7.514 1.607 -1.153 0.09 -0.05 0.05 0.000
H 6.035 4.127 -0.018 0.05 0.08 -0.08 0.000
N 0.739 2.362 0.477 -0.42 0.33 0.12 0.005
C 1.719 -2.899 5.369 0.02 0.01 0.79 0.000
O 0.773 6.908 2.663 -0.59 0.28 0.05 0.000
H 6.466 1.315 -2.547 -0.03 -0.07 -0.08 0.000
H 5.367 -1.611 1.644 0.02 -0.12 0.23 0.000
H -6.066 -2.866 -1.931 -0.04 -0.01 -0.02 0.000
N 2.682 -2.513 1.870 -0.22 -0.11 0.30 0.000
C 2.647 -2.004 3.136 0.39 -0.11 0.29 0.000
C 0.341 -3.559 5.507 0.10 0.08 -0.14 0.000
H 4.103 2.324 -2.584 -0.02 0.12 -0.06 0.000
H 2.546 -3.626 7.252 -0.07 0.03 0.09 0.000
C 0.686 -3.362 -4.580 0.00 -0.04 0.19 0.000
H 1.669 -0.914 0.645 0.55 -0.29 0.16 0.009
C 1.866 2.534 1.171 0.18 -0.18 0.02 0.002
H 3.201 -4.107 -3.389 0.08 -0.01 -0.17 0.000
H 7.004 2.955 -2.174 0.06 0.11 -0.02 0.000
H 1.537 -5.005 3.616 -0.14 -0.12 0.03 0.000
C 3.834 0.247 -0.495 -0.04 0.03 -0.55 -0.001
C -2.088 2.219 3.067 0.06 0.16 -0.13 0.000
N -2.774 -0.990 -1.126 0.18 0.15 -0.26 0.004
C 5.796 0.225 0.530 0.25 -0.48 0.24 0.000
C 1.734 6.189 2.366 -0.22 -0.61 -0.33 0.000
C 5.096 -0.848 0.947 0.48 0.02 -0.03 0.000
H -0.023 -3.690 -5.338 -0.09 -0.06 -0.06 0.000
O -1.705 1.949 -0.556 -0.02 -0.75 -0.25 -0.006
C -3.616 -1.343 -0.137 -0.57 -0.24 0.41 0.002
H 4.857 3.244 0.937 -0.07 0.03 0.06 0.000
C 0.179 4.640 0.979 -0.01 0.01 -0.03 -0.001
N -2.004 -0.472 1.325 1.10 0.61 0.66 -0.014
H -4.475 -2.204 -3.737 -0.02 0.01 -0.04 0.000
C -4.106 -1.305 2.241 0.69 0.25 -0.23 0.000
H 2.158 -4.417 1.056 -0.08 -0.14 -0.14 0.000
C 0.488 -4.181 -3.296 -0.45 -0.35 -0.48 0.000
S 2.587 0.496 -1.595 -0.43 -0.14 -0.18 -0.005
H -0.540 5.441 0.905 -0.05 0.04 -0.03 0.000
C 5.436 2.231 -0.878 0.31 0.63 -0.31 0.000
C -1.860 0.987 3.649 0.07 -0.38 -0.28 -0.002
O -0.145 -0.403 -2.371 -0.31 -0.60 -0.08 -0.016
N 3.881 -0.839 0.322 0.13 0.53 -0.10 0.000
C 2.226 -3.805 1.930 -0.08 -0.49 0.24 0.000
S -1.164 -0.336 2.657 -0.54 -0.64 0.64 0.004
H 4.403 -2.776 -1.352 0.19 0.09 0.00 0.000
H 1.691 -3.476 -4.982 0.09 0.00 -0.03 0.000
C -0.279 0.678 -3.204 0.01 0.48 -0.94 0.005
H 0.141 -6.083 -4.273 -0.08 0.01 -0.08 0.000
B 2.624 -1.674 0.586 -0.58 0.45 -0.10 -0.014
H -0.351 -3.073 4.819 -0.04 -0.09 0.03 0.000
H -1.250 1.199 -3.085 0.15 0.01 -0.08 0.000
C 0.828 -5.662 -3.541 -0.03 0.27 0.06 0.000
C -2.604 3.249 3.836 -0.01 -0.07 -0.06 0.000
C -5.148 -2.335 -1.709 0.17 0.02 -0.11 0.000
C -3.221 -1.026 1.207 -1.16 -0.53 0.11 -0.001
C -2.915 3.025 5.168 0.03 0.04 0.07 0.000
H -2.407 -0.956 -3.122 0.15 -0.04 -0.02 0.000
H 2.525 -0.940 5.858 -0.12 0.02 0.08 0.000
C 2.774 -3.661 6.187 -0.16 0.18 -0.16 0.000
H 0.728 -6.220 -2.613 0.01 -0.07 0.09 0.000
H 0.514 -2.310 -4.362 -0.03 0.14 0.05 0.000
H -3.821 -1.030 3.244 -0.06 -0.05 0.16 0.000
N 2.404 -2.604 -0.627 -0.30 -0.21 -0.40 -0.002
C 1.365 4.827 1.676 0.11 0.19 0.19 0.000
H -6.610 -2.853 0.551 -0.06 -0.01 -0.05 0.000
H 6.545 2.736 0.946 0.09 -0.02 0.04 0.000
N 5.010 0.928 -0.364 -0.48 -0.49 0.39 0.001
O 2.946 6.374 2.535 0.69 -0.05 0.05 0.000
C -4.845 -2.016 -0.369 0.42 0.19 -0.02 -0.001
C 1.898 -4.089 3.201 0.05 -0.46 -0.41 0.000
H 2.808 -4.705 5.875 0.05 -0.08 -0.01 0.000
H -1.223 -3.030 -2.688 -0.07 0.00 0.01 -0.001
C -5.312 -1.952 1.992 -0.47 -0.24 -0.36 0.000
N 1.410 -3.667 -2.282 0.39 0.51 0.46 0.002
C 1.574 -1.461 5.863 0.10 -0.06 -0.02 0.000
N 2.123 -2.962 3.967 -0.10 0.17 -0.93 0.000
O -2.166 4.130 -0.535 0.14 -0.19 0.02 0.000
C -3.101 -1.282 -2.359 0.15 0.20 0.10 -0.001
H 1.841 -5.785 -3.918 0.09 -0.04 -0.02 0.000
C -2.707 1.780 5.738 0.00 -0.05 0.01 0.000
H 1.167 -1.467 6.873 -0.09 -0.15 0.12 0.000
H 0.885 -0.926 5.212 0.01 0.12 -0.01 0.000
C -5.679 -2.329 0.723 -0.20 0.01 0.37 0.001
C 6.690 2.009 -1.740 -0.21 0.02 0.15 0.000
C 2.217 3.732 1.767 -0.05 0.06 -0.06 -0.001
H 3.476 3.109 -1.142 -0.08 0.05 -0.04 0.000
C 3.368 -2.999 -1.508 0.15 -0.22 -0.38 0.000
H 6.784 0.538 0.795 0.13 0.07 0.09 0.000

=====

2.
104
Properties=species:S:1:pos:R:3:forces:R:3:mulliken_spin:R:1 method="wB97M-V/def2-TZVPD" lumo_ev="-10.92 / -10.63" e_homo_ev="-15.4 / -15.2" charge=+3 spin_multiplicity=2 e_above_lowest_ev=4.203
C -2.301 4.020 0.929 -0.10 -0.28 -0.16 -0.017
C 2.798 -4.697 0.486 -0.04 -0.14 0.02 0.000
H -2.306 -1.605 -1.080 -0.05 -0.03 -0.07 -0.002
H -0.499 6.443 2.340 -0.01 0.08 -0.05 -0.003
O -2.587 0.321 0.602 1.11 0.71 -0.32 0.047
C -0.484 1.135 3.160 -0.33 0.99 0.36 0.042
N 0.017 2.095 -0.119 -1.41 -2.39 1.20 -0.159
H 4.140 5.053 1.398 0.08 -0.08 0.04 0.003
H 2.083 5.783 -0.680 0.28 0.17 -0.18 0.002
H -0.489 8.226 -1.852 0.10 0.12 -0.07 0.000
O 1.200 3.401 -1.470 0.53 1.18 0.66 0.124
H 0.064 1.926 2.627 -0.12 -0.24 0.03 -0.035
C -2.707 -2.427 -0.499 0.06 0.15 -0.22 0.001
C -3.047 -4.776 -0.147 -0.08 0.02 0.02 0.000
H 0.491 2.023 4.932 -0.04 0.02 -0.01 0.000
C 1.475 1.211 -3.288 -0.09 -0.09 0.13 -0.004
H 0.236 -1.820 -0.034 0.29 -0.95 -0.15 0.028
H -5.410 0.869 -0.134 0.03 0.04 0.12 0.000
C 1.423 0.213 -4.248 0.02 0.11 0.12 0.016
C -2.234 7.240 -1.087 0.66 -0.37 0.18 0.007
H -4.195 -5.318 1.575 -0.05 -0.07 0.08 0.000
H -4.671 -0.364 -1.184 0.18 -0.10 0.05 0.000
N -0.035 -0.163 2.678 -0.06 0.48 -1.59 0.176
C 1.440 -4.944 0.611 0.13 0.16 -0.04 0.000
C 0.373 -0.698 -4.251 -0.22 -0.08 0.17 -0.004
H -5.910 -0.832 0.010 -0.03 -0.08 0.11 0.001
H -0.475 -2.189 2.963 0.01 0.07 -0.15 0.002
C -0.854 7.381 -1.287 -0.49 -0.38 0.26 -0.002
H -1.477 -1.290 -3.365 -0.08 -0.01 0.01 0.002
H -1.862 -1.089 3.081 0.07 0.01 -0.08 0.002
H -0.162 -2.027 5.271 -0.11 -0.01 -0.04 0.000
C -0.220 1.228 4.703 -0.08 0.06 -0.30 0.021
H -0.531 -4.110 0.506 -0.03 0.02 0.06 -0.001
H -4.197 8.072 -1.317 -0.02 0.02 0.00 0.000
H 2.293 0.511 4.785 0.01 -0.03 -0.03 0.000
C -0.589 -1.104 4.878 -0.08 -0.09 -0.19 0.027
C -2.696 6.121 -0.385 0.32 0.19 -0.10 0.001
C -1.817 5.196 0.151 0.46 0.03 -0.02 0.018
H 4.840 -0.946 0.291 0.02 -0.03 0.05 -0.001
Pt -0.325 0.028 0.246 0.89 1.93 0.15 0.593
H -3.111 8.314 -2.697 -0.08 -0.07 0.03 0.001
C -0.644 -0.604 -3.312 0.13 -0.24 -0.17 0.031
C 3.251 -3.426 0.181 -0.16 0.31 -0.06 0.000
H 4.669 4.606 3.019 0.02 -0.11 -0.03 0.001
H -1.549 1.238 2.942 0.10 0.01 -0.14 -0.008
H 4.537 -1.360 -1.387 -0.01 -0.06 -0.07 0.001
C 2.976 6.340 4.011 0.22 -0.44 -0.27 0.005
C -0.620 0.404 -2.352 0.05 0.29 0.34 0.035
C 0.058 6.465 -0.779 -0.12 -0.05 0.15 0.020
C -3.456 -2.168 0.636 -0.22 0.35 0.37 0.003
C 2.782 -0.988 -0.220 0.24 -0.53 0.11 -0.006
C 0.475 6.421 2.809 -0.50 0.81 0.28 0.033
H 0.331 -1.468 -5.004 0.00 -0.09 -0.10 0.000
C -5.076 -0.164 -0.195 0.24 0.23 0.27 0.004
H -1.694 3.898 1.833 -0.18 -0.08 0.21 0.003
H 3.507 -5.498 0.628 0.05 -0.05 0.00 0.000
C 1.378 -0.350 2.968 1.08 -0.12 0.21 -0.013
C -0.440 5.388 -0.041 -0.73 -0.16 0.06 -0.007
H -3.345 4.134 1.208 -0.01 -0.02 0.18 0.000
C 0.759 7.263 3.874 -0.53 -0.21 -0.23 0.014
H 1.885 7.552 -0.560 0.10 -0.05 0.10 0.001
C 1.594 -0.283 4.523 0.04 -0.06 -0.34 0.026
H 3.457 3.618 2.176 0.10 -0.03 0.04 0.006
H 4.312 -3.258 0.092 0.13 0.06 -0.03 0.000
H -1.951 -3.954 -1.796 0.06 -0.02 -0.07 0.000
H -2.880 9.261 -1.258 -0.07 -0.07 0.08 0.001
C 2.729 5.500 2.927 0.63 0.30 0.64 -0.017
H 1.699 -1.324 2.597 -0.09 0.07 -0.17 0.003
C -0.806 -1.214 3.323 -0.66 -0.77 0.20 -0.008
H 4.332 0.324 -0.834 0.02 -0.04 -0.01 0.001
H 2.201 0.150 -4.995 0.03 -0.03 -0.08 0.001
O 2.006 -0.038 -0.087 -0.96 0.51 -0.05 0.086
C -3.988 -3.195 1.399 0.02 0.15 0.01 -0.002
C 0.976 -2.643 0.135 0.03 0.06 0.13 -0.043
H 1.686 6.755 -2.111 0.15 -0.16 -0.01 0.000
H -2.894 -5.794 -0.463 -0.02 -0.17 -0.04 0.000
H 0.000 7.947 4.227 -0.01 0.01 0.08 0.002
N 0.322 -0.028 5.128 0.19 0.08 1.34 0.012
C -2.511 -3.740 -0.898 -0.05 0.13 -0.01 0.001
H 1.086 -5.935 0.848 -0.02 -0.11 0.02 0.000
H -1.144 1.424 5.248 0.02 0.05 -0.07 0.000
Te 0.956 4.048 0.824 0.44 2.39 0.63 -0.091
C 2.003 7.204 4.479 0.00 0.09 0.10 -0.015
C 2.346 -2.370 0.018 -0.41 -0.15 0.05 0.000
C 1.513 6.648 -1.041 0.09 0.08 0.02 -0.001
C -3.168 8.266 -1.606 -0.17 0.44 -0.36 -0.001
S -3.810 -0.446 1.086 -0.32 -1.21 -0.83 0.011
H 2.217 7.839 5.324 0.06 0.13 0.06 0.000
C 4.207 -0.723 -0.570 -0.03 0.35 -0.01 0.005
H -1.520 0.628 -1.773 -0.01 0.04 -0.06 -0.007
C 0.526 -3.911 0.428 -0.18 0.05 0.05 0.003
H -1.530 -0.905 5.389 0.00 -0.07 -0.05 0.001
H -2.195 3.111 0.333 -0.13 -0.02 0.12 0.000
C 1.463 5.564 2.367 -0.29 -1.54 -1.79 0.036
H -4.564 -2.975 2.283 -0.13 0.00 0.17 0.000
H 3.952 6.320 4.473 0.11 0.03 0.09 -0.001
C 3.809 4.641 2.355 0.13 0.09 -0.12 -0.006
H 1.955 0.429 2.467 -0.09 -0.04 -0.07 0.005
C 0.566 2.328 -1.272 -0.32 -1.51 -0.86 0.014
H 1.986 -1.228 4.902 0.03 0.07 -0.06 0.000
C -3.780 -4.507 0.999 0.05 -0.05 -0.05 0.000
H -3.759 5.991 -0.246 -0.10 -0.02 0.09 0.000
H 2.290 1.917 -3.266 0.07 0.09 0.00 0.001
C 0.463 1.307 -2.340 0.22 -0.07 -0.11 -0.020